The following is a quantum chemistry calculation of C24H26N7V as an isolated structure, from OMol25.

XYZ file:
```
58
Properties=species:S:1:pos:R:3:forces:R:3:mulliken_spin:R:1
V 0.014 -0.117 1.276 -0.1 0.1 0.1 1.18
C 2.583 2.342 1.895 0.0 -0.1 0.0 0.02
C 3.438 1.695 0.805 0.1 0.1 -0.1 -0.01
C 2.751 0.640 -0.072 -0.1 -0.1 0.0 0.03
N 1.877 -0.296 0.638 -0.1 -0.2 0.1 -0.07
C 2.384 -1.406 1.208 -0.1 0.0 -0.2 0.01
C 3.769 -1.610 1.335 0.0 0.0 0.0 0.00
C 4.495 -2.567 2.012 0.0 0.0 0.0 0.00
C 4.060 -3.642 2.778 0.0 0.1 0.0 0.01
C 2.753 -4.032 2.945 -0.1 0.0 0.0 0.00
C 1.588 -3.502 2.391 0.1 -0.1 0.0 0.02
C 1.364 -2.388 1.593 -0.1 0.1 -0.2 0.01
N 0.106 -2.046 1.163 0.5 0.1 0.1 -0.06
C -0.920 -3.066 0.951 0.1 0.1 0.0 0.00
C -2.314 -2.571 1.292 -0.1 -0.1 0.0 0.00
C -2.666 -1.341 0.475 0.1 0.1 0.0 0.00
N -1.864 -0.185 0.864 0.0 0.4 0.1 -0.04
C -2.424 0.934 1.413 0.1 -0.2 -0.2 0.02
C -3.681 0.899 2.012 -0.1 0.1 0.0 0.01
C -4.443 1.892 2.618 0.0 -0.1 0.0 0.00
C -4.185 3.238 2.759 0.1 0.0 0.0 0.00
C -3.044 3.897 2.328 0.0 0.1 0.0 0.00
C -1.906 3.401 1.719 0.0 0.0 0.1 0.00
C -1.536 2.098 1.358 0.1 0.0 -0.2 0.01
N -0.307 1.807 0.874 -0.2 -0.2 0.0 -0.08
C 0.557 2.893 0.400 -0.1 -0.1 0.0 0.02
C 1.576 3.385 1.419 0.0 0.1 0.0 -0.01
H 3.253 2.824 2.608 0.0 0.0 0.0 0.00
H 2.074 1.562 2.466 0.0 0.0 0.0 0.00
H 4.312 1.247 1.282 0.0 0.0 0.0 0.00
H 3.834 2.464 0.134 0.0 0.0 0.0 0.00
H 3.500 0.069 -0.625 0.0 0.0 0.0 0.00
H 2.139 1.103 -0.840 0.0 0.0 0.0 -0.01
H 4.378 -0.860 0.852 0.0 0.0 0.0 0.00
H 5.570 -2.434 1.957 0.0 0.0 0.0 0.00
H 4.820 -4.228 3.278 0.0 0.0 0.0 0.00
H 2.590 -4.893 3.582 0.0 0.0 0.0 0.00
H 0.697 -4.048 2.664 0.0 0.0 0.0 0.00
H -0.695 -3.976 1.501 -0.1 0.0 0.0 0.00
H -0.892 -3.337 -0.110 0.0 0.0 0.0 0.00
H -2.398 -2.351 2.360 0.0 0.0 0.0 0.00
H -3.023 -3.370 1.066 0.0 0.0 0.0 0.00
H -3.725 -1.102 0.530 0.0 -0.1 0.0 0.00
H -2.462 -1.538 -0.581 0.0 0.0 0.0 -0.01
H -4.144 -0.077 2.040 0.0 0.0 0.0 0.00
H -5.382 1.544 3.031 0.0 0.0 0.0 0.00
H -4.938 3.836 3.256 0.0 0.0 0.0 0.00
H -3.019 4.964 2.518 0.0 0.0 0.0 0.00
H -1.149 4.150 1.540 0.0 0.0 0.0 0.00
H -0.063 3.719 0.048 0.0 0.0 0.0 0.00
H 1.059 2.536 -0.494 0.0 0.0 0.0 -0.01
H 1.055 3.796 2.289 0.0 0.0 0.0 0.00
H 2.113 4.223 0.963 0.0 0.0 0.0 0.00
N 0.105 0.041 3.136 0.0 0.0 0.2 -0.04
C 0.285 0.308 4.282 -0.1 0.1 -0.2 0.00
N 0.500 0.471 5.479 0.1 -0.2 0.3 0.00
C 0.414 1.558 6.234 0.0 0.1 -0.1 0.00
N 0.374 2.480 6.925 0.0 0.0 0.0 0.00
```
Positions in Å, forces in eV/Å.

* electronic energy: -61421.4378 eV
* ⟨S²⟩: 0.7690
* max |F|: 0.52 eV/A
* LUMO energy (spin up / spin down): -4.3 / -4.0 eV
* highest occupied orbital energy (spin up / spin down): -11.04 / -11.01 eV
* total charge: +1
* spin multiplicity: 2